ORCA calculation (ωB97M-V with the def2-TZVPD basis set) on a cluster of 2 separate species, C4H12O4 in total.

Cartesian coordinates (Å):
C -1.0858 -0.6814 0.2895
C -2.3054 -1.5732 0.1820
C -0.0056 -1.1090 -1.0758
O -0.4327 -0.9188 1.4608
O -1.4659 0.6276 0.1095
H -0.6797 1.1804 0.2584
H 0.2357 -0.2116 1.6423
H -2.9917 -1.3072 0.9852
H -2.7914 -1.4151 -0.7704
H 1.0488 -0.8565 -1.0823
H -0.5029 -0.7528 -1.9742
H -0.0427 -2.1947 -1.0097
H -2.0213 -2.6146 0.2938
C 1.9547 1.8793 -0.6417
O 1.3377 0.9391 0.2084
O 1.2766 1.4726 1.7112
H 2.1496 1.2323 2.0560
H 3.0023 2.0454 -0.3749
H 1.4152 2.8284 -0.6314
H 1.9044 1.4299 -1.6367

Output
frontier orbital gap = 8.65 eV
E_tot = -460.4123 Eh
ΔE to the lowest compared entry with this formula, charge and spin = 106.9 kcal per mole
highest occupied orbital energy = -8.880 eV
SMILES string = CC(C)(O)O.COO